Arrangement i

{"formula": "C5H6NO", "method": "wB97M-V/def2-TZVPD", "total_charge": 1, "multiplicity": 1, "e_homo_ha": -0.5778, "homo_lumo_gap_ev": 9.8, "lumo_energy_ev": -5.96, "symbols": ["H", "H", "C", "O", "H", "H", "C", "C", "H", "H", "C", "N", "C"], "xyz": [[1.045, 0.283, -1.674], [1.318, 1.197, -0.218], [-1.316, -0.035, 0.121], [-2.621, 0.396, -0.008], [-0.016, -0.756, 1.633], [0.728, 2.006, -1.762], [-0.868, -1.005, 1.036], [0.596, 1.065, -1.074], [-1.755, -1.353, 1.428], [-0.290, -1.825, 0.606], [-1.885, 1.831, -2.089], [-0.767, 0.814, -0.764], [-2.246, 1.285, -0.986]]}

=====

Arrangement ii

{"formula": "C5H6NO", "method": "wB97M-V/def2-TZVPD", "total_charge": 1, "multiplicity": 1, "e_homo_ha": [-0.5273, -0.5274], "homo_lumo_gap_ev": [7.8, 7.9], "lumo_energy_ev": [-6.50, -6.50], "symbols": ["C", "C", "H", "O", "C", "N", "C", "H", "H", "H", "H", "H", "C"], "xyz": [[-1.871, 1.001, -0.078], [1.395, -1.125, -0.028], [1.391, -1.667, -1.025], [-2.259, -1.317, 0.190], [0.552, 0.049, -0.022], [-2.699, -0.202, 0.095], [-0.558, 0.625, 0.062], [2.565, 0.808, -0.756], [2.425, 0.601, 1.052], [1.311, -1.887, 0.813], [-2.408, 1.589, 0.704], [-1.926, 1.361, -1.125], [2.082, 0.165, 0.117]]}

=====

Each structure's energy above the most stable one, in hartree: arrangement i 0.0189; arrangement ii 0.0000.

=====

Arrangement i

{"formula": "C3H4O2S", "method": "wB97M-V/def2-TZVPD", "total_charge": 0, "multiplicity": 1, "e_homo_ha": -0.4004, "homo_lumo_gap_ev": 11.5, "smiles": "C#CS(C)(=O)=O", "lumo_energy_ev": 0.64, "symbols": ["S", "C", "H", "H", "C", "O", "O", "C", "H", "H"], "xyz": [[0.454, 0.829, 0.449], [-1.413, 0.153, -0.132], [-3.469, -0.526, -0.786], [1.369, -0.546, -1.171], [1.397, -0.574, -0.083], [0.708, 1.970, -0.377], [0.542, 0.924, 1.853], [-2.480, -0.245, -0.508], [2.126, -0.566, 0.619], [0.766, -1.417, 0.136]]}

=====

Arrangement ii

{"formula": "C3H4O2S", "method": "wB97M-V/def2-TZVPD", "total_charge": 0, "multiplicity": 1, "e_homo_ha": [-0.3620, -0.3510], "homo_lumo_gap_ev": [8.8, 7.3], "lumo_energy_ev": [-1.07, -2.27], "symbols": ["O", "H", "S", "C", "H", "O", "C", "H", "C", "H"], "xyz": [[2.842, 2.151, -0.411], [-1.360, 0.005, 0.856], [2.876, -0.976, -0.307], [1.782, 0.175, 0.033], [1.807, 1.979, 1.223], [2.208, -2.253, -0.240], [2.177, 1.460, 0.321], [-0.191, -1.741, 1.094], [-0.552, -0.617, 1.272], [-0.074, -0.080, 2.132]]}

=====

Each structure's energy above the most stable one, in hartree: arrangement i 0.0000; arrangement ii 0.0801.

=====

Arrangement i

{"formula": "C3H4O2S", "method": "wB97M-V/def2-TZVPD", "total_charge": 0, "multiplicity": 1, "e_homo_ha": -0.3514, "homo_lumo_gap_ev": 7.1, "lumo_energy_ev": -2.41, "symbols": ["C", "C", "C", "H", "H", "H", "S", "O", "H", "O"], "xyz": [[-0.399, -0.514, -0.149], [0.938, -0.944, 0.025], [-0.729, 0.882, -0.041], [1.182, -2.237, 0.816], [1.007, 0.947, -0.551], [-0.764, 0.774, 1.193], [-1.400, -1.855, 0.035], [1.751, -0.037, -0.272], [-1.722, 1.065, -0.505], [0.138, 1.920, -0.552]]}

=====

Arrangement ii

{"formula": "C3H4O2S", "method": "wB97M-V/def2-TZVPD", "total_charge": 0, "multiplicity": 1, "e_homo_ha": -0.3667, "homo_lumo_gap_ev": 10.1, "smiles": "O=CC(S)C=O", "lumo_energy_ev": 0.14, "symbols": ["C", "C", "H", "H", "O", "H", "C", "O", "H", "S"], "xyz": [[-0.380, -0.106, -0.010], [0.071, -0.644, -1.412], [-0.867, 2.061, 0.955], [-1.347, -0.605, 0.310], [1.196, -0.934, -1.643], [-0.810, -0.592, -2.150], [0.630, -0.245, 1.165], [0.449, -0.841, 2.213], [1.641, 0.256, 0.936], [-0.583, 1.651, -0.365]]}

=====

Each structure's energy above the most stable one, in hartree: arrangement i 0.1580; arrangement ii 0.0000.

=====

Arrangement i

{"formula": "C3H4O2S", "method": "wB97M-V/def2-TZVPD", "total_charge": 0, "multiplicity": 1, "e_homo_ha": -0.3658, "homo_lumo_gap_ev": 9.3, "smiles": "CSC(=O)C=O", "lumo_energy_ev": -0.69, "symbols": ["H", "O", "C", "C", "H", "C", "H", "H", "O", "S"], "xyz": [[1.737, 0.935, -0.784], [-3.185, -0.087, 0.001], [-0.814, 0.124, 0.043], [1.905, 0.294, 0.018], [2.833, -0.213, -0.039], [-2.127, -0.667, 0.019], [-1.961, -1.683, -0.084], [1.808, 0.878, 0.894], [-0.758, 1.348, -0.046], [0.561, -0.930, -0.023]]}

=====

Arrangement ii

{"formula": "C3H4O2S", "method": "wB97M-V/def2-TZVPD", "total_charge": 0, "multiplicity": 1, "e_homo_ha": -0.3453, "homo_lumo_gap_ev": 8.2, "smiles": "COC(=S)C=O", "lumo_energy_ev": -1.21, "symbols": ["C", "H", "O", "C", "C", "O", "H", "H", "S", "H"], "xyz": [[-0.606, 0.428, -0.113], [-1.620, -1.414, -0.407], [-3.029, 0.151, 0.120], [-1.915, -0.271, -0.098], [1.604, -0.179, 0.111], [0.278, -0.567, -0.202], [1.580, 0.071, 1.276], [1.843, 0.852, -0.499], [-0.345, 2.074, -0.069], [2.210, -1.144, -0.119]]}

=====

Each structure's energy above the most stable one, in hartree: arrangement i 0.0000; arrangement ii 0.0464.

=====

Arrangement i

{"formula": "C2H10N4", "method": "wB97M-V/def2-TZVPD", "total_charge": 0, "multiplicity": 1, "e_homo_ha": [-0.2902, -0.2788], "homo_lumo_gap_ev": [8.5, 8.3], "lumo_energy_ev": [0.56, 0.73], "symbols": ["H", "N", "H", "N", "H", "H", "H", "N", "H", "H", "H", "N", "H", "C", "H", "C"], "xyz": [[2.778, 1.284, 0.283], [-0.260, 0.635, 0.764], [-0.193, 0.152, -1.296], [-2.243, 1.091, -0.105], [-2.743, 0.726, 0.709], [-2.200, 2.103, 0.042], [0.142, 1.526, 0.471], [2.672, 0.439, -0.270], [-1.839, -1.624, -0.590], [1.793, -0.582, 1.126], [-0.980, -1.810, 0.957], [1.769, -0.505, 0.110], [2.681, 0.609, -1.266], [-0.317, -0.188, -0.269], [-0.195, -2.289, -0.566], [-0.866, -1.566, -0.099]]}

=====

Arrangement ii

{"formula": "C2H10N4", "method": "wB97M-V/def2-TZVPD", "total_charge": 0, "multiplicity": 1, "e_homo_ha": -0.3008, "homo_lumo_gap_ev": 9.3, "lumo_energy_ev": 1.08, "symbols": ["H", "H", "N", "H", "H", "C", "H", "H", "H", "H", "N", "H", "C", "N", "H", "N"], "xyz": [[1.086, 1.865, 0.907], [0.896, -2.282, 0.481], [0.104, -0.449, -0.969], [-0.592, 1.767, 1.742], [0.201, -2.329, 2.048], [0.020, 1.429, 0.800], [-0.460, -0.181, -2.801], [-0.675, 1.615, 0.035], [1.157, -0.188, -1.061], [1.759, -0.214, 1.257], [0.967, -2.021, 1.512], [-0.907, 1.216, -1.808], [-0.803, 0.136, -1.865], [0.845, -0.580, 1.590], [-1.840, -0.225, -1.523], [-0.151, -0.007, 0.908]]}

=====

Arrangement iii

{"formula": "C2H10N4", "method": "wB97M-V/def2-TZVPD", "total_charge": 0, "multiplicity": 1, "e_homo_ha": -0.3401, "homo_lumo_gap_ev": 9.8, "smiles": "[H]/N=C/N.NCN", "lumo_energy_ev": 0.54, "symbols": ["H", "H", "H", "H", "H", "C", "N", "H", "C", "H", "N", "N", "H", "N", "H", "H"], "xyz": [[-0.608, -3.190, 0.375], [-0.597, 2.983, -2.137], [1.405, 1.150, -1.171], [0.663, 0.683, -2.553], [1.034, -2.151, 0.810], [-0.290, 2.205, -1.428], [-1.428, 1.482, -0.946], [0.174, 2.757, -0.600], [0.354, -2.279, 1.656], [-1.068, 0.572, -0.662], [0.872, 1.475, -1.968], [-0.652, -3.018, 1.376], [0.147, -1.535, 3.596], [0.644, -1.503, 2.724], [1.368, -0.809, 2.644], [-2.016, 1.179, -1.716]]}

=====

Arrangement iv

{"formula": "C2H10N4", "method": "wB97M-V/def2-TZVPD", "total_charge": 0, "multiplicity": 1, "e_homo_ha": -0.2785, "homo_lumo_gap_ev": 8.4, "smiles": "[H]/N=N\\C.CNN", "lumo_energy_ev": 0.84, "symbols": ["H", "H", "N", "N", "H", "H", "H", "H", "H", "C", "N", "C", "H", "H", "H", "N"], "xyz": [[-2.536, -0.676, -1.761], [0.219, 0.413, 1.183], [2.046, 0.841, 0.213], [1.255, 0.496, 1.369], [-2.511, -1.209, 0.996], [2.943, 1.126, 0.533], [1.575, 1.145, 2.115], [-2.767, 1.093, -1.734], [-3.708, 0.021, -0.613], [-2.767, 0.218, -1.126], [-1.687, 0.288, -0.121], [2.389, -0.499, -0.376], [2.718, -0.451, -1.398], [1.478, -1.132, -0.334], [3.075, -1.233, 0.222], [-1.722, -0.442, 0.832]]}

=====

Each structure's energy above the most stable one, in hartree: arrangement i 0.1749; arrangement ii 0.1630; arrangement iii 0.0000; arrangement iv 0.1142.

=====

Arrangement i

{"formula": "C2H10N4", "method": "wB97M-V/def2-TZVPD", "total_charge": 0, "multiplicity": 1, "e_homo_ha": -0.3407, "homo_lumo_gap_ev": 10.3, "smiles": "[H]/N=C/N.NCN", "lumo_energy_ev": 1.02, "symbols": ["C", "H", "H", "N", "H", "N", "H", "H", "N", "H", "C", "H", "H", "H", "H", "N"], "xyz": [[0.450, -1.849, 2.470], [0.917, 2.948, -2.976], [-2.213, 0.724, -2.697], [-1.207, 0.713, -2.736], [-0.292, 0.028, 3.207], [0.685, 2.016, -3.088], [1.287, 1.324, -2.728], [1.409, -0.630, 1.391], [1.379, -1.673, 1.428], [-1.490, -1.128, 2.974], [-0.696, 1.884, -2.995], [0.878, -1.835, 0.529], [-0.133, -2.748, 2.447], [-1.295, 2.741, -3.164], [0.932, -1.805, 3.399], [-0.613, -0.710, 2.538]]}

=====

Arrangement ii

{"formula": "C2H10N4", "method": "wB97M-V/def2-TZVPD", "total_charge": 0, "multiplicity": 1, "e_homo_ha": [-0.2110, -0.2221], "homo_lumo_gap_ev": [6.8, 7.0], "lumo_energy_ev": [1.04, 0.98], "symbols": ["H", "H", "H", "H", "C", "H", "H", "H", "N", "N", "H", "N", "H", "H", "C", "N"], "xyz": [[-2.413, 1.036, -0.651], [0.361, 0.723, -1.135], [1.476, 0.961, 1.521], [1.181, 2.251, 0.528], [1.542, -1.101, -0.372], [-2.914, 0.049, 0.818], [-0.692, -0.210, 1.402], [1.352, -1.600, 0.577], [-0.829, 0.341, 0.553], [-1.629, -1.010, -0.489], [2.577, -0.763, -0.393], [0.818, 0.462, -0.267], [1.206, -1.732, -1.183], [-1.402, -0.901, -1.477], [-2.205, 0.180, -0.002], [1.570, 1.313, 0.568]]}

=====

Arrangement iii

{"formula": "C2H10N4", "method": "wB97M-V/def2-TZVPD", "total_charge": 0, "multiplicity": 1, "e_homo_ha": -0.3117, "homo_lumo_gap_ev": 9.4, "smiles": "[H]/N=C/N.NCN", "lumo_energy_ev": 0.92, "symbols": ["H", "H", "H", "N", "H", "H", "N", "H", "H", "H", "H", "N", "C", "C", "H", "N"], "xyz": [[1.894, 0.520, -2.646], [0.144, 0.183, -2.376], [-1.462, -1.309, 0.970], [1.564, -1.199, -1.465], [-2.399, 1.093, 2.345], [0.809, 0.821, 0.027], [1.284, 1.159, -0.868], [2.400, -1.250, -0.890], [-0.047, -1.221, 2.422], [0.719, -1.675, -1.217], [1.450, 2.171, -0.813], [-0.660, -0.495, 2.619], [1.240, 0.216, -1.905], [-1.393, -0.377, 1.535], [-3.153, 0.727, 0.836], [-2.391, 0.634, 1.426]]}

=====

Each structure's energy above the most stable one, in hartree: arrangement i 0.0000; arrangement ii 0.2768; arrangement iii 0.0271.